(1)
38
Properties=species:S:1:pos:R:3 method="wB97M-V/def2-TZVPD" homo_lumo_gap_ha="0.2201 / 0.2724" s_squared=3.776 e_above_lowest_kcal_mol=0.4 e_homo_ev="-6.32 / -8.42" multiplicity=4
C 4.50496 0.11102 -0.10897
N 1.18564 -4.85887 -1.14285
N -1.41284 0.04555 -0.09780
C -2.62615 -0.38941 -0.19902
C -4.55579 3.97629 -0.42901
H 1.59748 -5.50170 1.20979
C 3.25658 -2.30826 0.15660
Ti 0.37221 -1.10675 0.41093
C -3.28551 4.54091 -0.32927
C -1.16957 1.43660 -0.11575
N 2.49123 -1.20470 0.12475
H 5.18929 -3.19529 0.09779
H -5.69657 2.15835 -0.50072
C 4.62748 -2.27382 0.06518
N -3.70182 0.39735 -0.31210
N 0.03843 1.85658 -0.04161
C -2.31079 2.34334 -0.22292
H -1.17810 4.14728 -0.14574
N 0.92925 0.81539 0.07491
H -3.17197 5.61622 -0.33140
C 0.57149 -3.89014 -1.29642
C -2.17238 3.73072 -0.22620
S 1.59577 -4.91756 2.43293
H -4.61304 -0.02305 -0.38484
H 4.95766 1.08779 -0.21350
C -4.71206 2.60410 -0.42508
C 2.22714 1.11541 -0.05545
C -3.58746 1.79542 -0.32146
Sb -0.60006 -3.97061 2.09238
H 6.33987 -0.97394 -0.14312
C 5.26176 -1.03082 -0.06973
H -5.42648 4.61296 -0.50862
S -0.13832 -1.67501 2.59968
H -2.80256 -1.45938 -0.19744
H 2.73377 -3.24989 0.26239
C 3.10588 0.01505 -0.01150
H 2.55066 2.13739 -0.19907
S -0.37505 -2.51450 -1.49774

---

(2)
35
Properties=species:S:1:pos:R:3 method="wB97M-V/def2-TZVPD" homo_lumo_gap_ha=0.1914 e_above_lowest_kcal_mol=65.7 e_homo_ev=-8.72
H -3.01787 2.32647 -1.55415
H -2.23570 -1.31811 1.72046
F 6.32701 0.59125 -0.01977
C -1.56389 1.06225 -0.62823
H -0.64081 -4.33966 -0.59578
H 2.28906 -1.39304 1.63372
F 5.56642 1.22207 -1.97383
C 0.02207 -0.47044 0.63590
C 5.35381 1.32203 -0.61993
H 0.78915 1.84145 -0.82995
F -5.54730 2.63132 -0.29429
C 3.75399 -0.15224 0.67901
H -0.75998 -4.28657 1.45161
C 3.96735 0.89235 -0.22495
C 1.30588 0.06942 0.35840
F 5.58519 2.63644 -0.29291
C -2.85578 1.50465 -0.85320
C 1.58710 1.21303 -0.44995
H 0.03290 -1.34157 1.28823
C -3.93512 0.88210 -0.22426
B -0.10036 -3.99244 0.46709
H 1.06665 -4.36012 0.54425
C -5.32649 1.31073 -0.60335
F -5.55848 1.18960 -1.95198
C -1.26892 0.03741 0.31992
H -4.54789 -0.58848 1.24652
H 4.59801 -0.65468 1.15701
F -6.29304 0.59269 0.02202
H 3.03812 2.41277 -1.46044
C 2.88287 1.58035 -0.77417
C -2.41164 -0.52785 0.98423
C -3.70949 -0.12062 0.72537
H -0.06791 -2.71923 0.40565
H -0.78175 1.50800 -1.23408
C 2.45685 -0.56133 0.94586

---

(3)
42
Properties=species:S:1:pos:R:3 method="wB97M-V/def2-TZVPD" homo_lumo_gap_ha=0.3026 e_above_lowest_kcal_mol=0.0 e_homo_ev=-7.87 smiles="O=C(CN1C(=O)C=CN2N[C@@H](C(F)(F)F)C[C@@H]21)Nc1scc(Br)c1-c1nnc[nH]1"
H 0.79054 2.13540 -3.31016
C 2.60322 3.45022 -0.61967
F 3.77562 3.31030 -1.25168
H 1.71080 4.18491 -2.41729
H 2.20796 -4.77894 3.47384
H -1.80351 -2.25222 4.25380
C 0.39769 1.23909 -1.38059
H -3.55254 0.92469 -1.04155
F 2.67230 4.62940 0.04424
C -1.27459 -1.90477 2.26395
C -0.05107 -2.71361 2.07803
N -0.32896 0.10708 -1.94629
N -2.02449 -1.78071 3.40358
H -0.22384 -1.64003 -3.06826
C -1.86176 2.23480 -0.77026
C 1.44898 3.43407 -1.67007
N -1.81346 -1.14188 1.35897
N 0.10580 3.65546 -1.04182
C 1.65504 -4.19005 2.76659
H -0.75845 -1.98201 -0.33745
H 0.19777 4.13805 -0.15918
H -2.47876 3.03387 -0.36229
H 1.17055 -0.68844 -3.13455
C 0.68062 -2.83619 0.90378
C 1.00620 -1.85560 -1.34618
C 0.40514 -1.02055 -2.46653
N -0.46974 2.35983 -0.91458
O 2.20787 -1.93021 -1.27434
H 2.24368 1.56347 -2.50048
C 0.54663 -3.45294 3.16469
C 1.27784 2.03405 -2.32385
C -1.69159 -0.01603 -1.69000
C -2.49319 1.09539 -1.21697
S 2.10232 -3.89299 1.12562
F 2.48865 2.47650 0.32941
N 0.21479 -2.27583 -0.29257
N -2.96389 -0.54107 1.85641
H 1.00284 0.90155 -0.53081
Br 0.06170 -3.35636 4.97747
O -2.26889 -1.12945 -1.88847
C -3.08887 -0.93827 3.11527
H -3.82697 -0.58999 3.84024

---

(4)
37
Properties=species:S:1:pos:R:3 method="wB97M-V/def2-TZVPD" homo_lumo_gap_ha=0.1959 total_charge=-1 e_homo_ev=-2.91
C -4.24041 -0.67018 -1.87526
H 2.03838 1.01824 2.16858
C 4.51073 -1.17542 2.74305
O -0.22327 1.79625 -3.40702
H 6.25341 1.65355 2.23046
O 2.42656 0.51086 -0.68839
S 1.82363 -1.76437 2.77956
C 5.40570 0.99663 2.32288
Br 3.08611 -3.11917 0.23707
O 2.25894 -2.93268 3.63412
C -4.23474 1.71505 -1.87894
H 6.59936 -0.72824 2.73222
C 3.24018 -0.67463 2.58933
C 3.04501 0.65348 2.29544
C 1.29507 0.50725 -0.92491
S -0.44540 0.50568 -2.68954
C -4.93439 0.52392 -1.74955
C 4.12944 1.49652 2.16426
H -2.34490 -1.59914 -2.25638
H 3.97911 2.53865 1.93029
C -2.88764 -0.67240 -2.14373
O 0.62487 -0.91088 3.11194
C 5.60150 -0.33910 2.61260
H -2.33330 2.63236 -2.26236
H -4.77700 -1.59909 -1.77961
H 4.63567 -2.22016 2.97467
C 1.62985 -2.32818 1.09610
H 0.65587 -2.44554 0.67953
C -2.21433 0.51563 -2.29060
H -4.76284 2.64853 -1.78612
N 0.04897 0.50419 -1.13806
H -6.80291 1.52842 -1.45684
H -6.91604 0.00215 -2.33220
H -6.64972 0.00075 -0.58395
O -0.23622 -0.79367 -3.39562
C -2.88053 1.71030 -2.14763
C -6.40469 0.51444 -1.51537

---

(5)
32
Properties=species:S:1:pos:R:3 method="wB97M-V/def2-TZVPD" homo_lumo_gap_ha=0.3363 e_above_lowest_kcal_mol=0.0 e_homo_ev=-8.59 smiles=OCc1nc2ccccc2n1Cc1ccc(Cl)cc1
C 1.97114 -2.99321 0.39508
H 3.47474 -3.74804 -0.92424
C 2.35133 -0.58858 -0.89150
C -2.15506 -0.69700 1.12041
C -3.47171 0.91172 -0.70741
H -1.65955 -1.32527 1.84482
O 1.33837 3.51359 0.42868
H 1.84815 -3.94706 0.88649
C -1.56462 0.49132 0.71069
H -0.16129 1.98386 1.36426
C 3.11040 -1.68227 -1.29196
C -2.24195 1.29054 -0.20261
H 0.16128 2.96258 -1.10269
C 1.19274 2.79469 -0.78035
H 0.00128 0.40992 2.17792
H 1.86469 3.17614 -1.55738
C -3.38504 -1.09030 0.62511
H 3.83496 -1.58272 -2.08382
C -4.03669 -0.28387 -0.29320
C 1.20700 -1.92028 0.80611
H -3.83632 -2.01469 0.94931
H -3.99153 1.53928 -1.41398
C 2.90266 -2.87774 -0.63866
Cl -5.57356 -0.76619 -0.91809
H -1.81228 2.22982 -0.51545
C 1.46735 1.33338 -0.62680
H 2.26257 3.47633 0.69860
N 2.36304 0.70808 -1.33503
N 0.84419 0.53353 0.29446
H 0.49903 -2.02259 1.61363
C 1.39780 -0.71646 0.14592
C -0.20311 0.90147 1.22168

---

(6)
34
Properties=species:S:1:pos:R:3 method="wB97M-V/def2-TZVPD" homo_lumo_gap_ha=0.1738 total_charge=-2 e_above_lowest_kcal_mol=145.6 e_homo_ev=0.81
C 11.84896 -17.69386 -3.44917
C 11.09239 -15.88732 -9.33031
O 5.80101 -17.08526 -4.66640
C 5.58462 -15.25451 -7.94798
H 8.18423 -14.98140 -10.73091
Cu 6.27766 -17.48728 -6.22412
H 10.50094 -14.76070 -11.10888
H 13.24450 -17.57215 -5.08141
C 9.36692 -16.18220 -7.66238
O 13.00320 -16.81781 -7.36509
C 12.22102 -17.48413 -4.74802
C 8.85571 -15.26357 -9.93348
O 7.60703 -16.62502 -6.12158
H 12.15204 -15.77891 -9.50858
C 9.85115 -17.17256 -5.33162
C 9.53070 -17.58507 -3.99152
H 6.13030 -14.31737 -8.05805
C 10.21740 -15.34775 -10.24785
H 12.59697 -17.70104 -2.67017
H 7.38529 -15.66672 -8.35088
C 10.67817 -16.26964 -8.04790
O 6.22334 -19.14273 -5.95618
C 11.76790 -16.80732 -7.08293
C 8.85199 -16.69801 -6.35907
C 11.23924 -17.22218 -5.69710
H 5.19868 -15.55452 -8.92221
H 4.71155 -14.98794 -7.35235
H 5.81174 -16.28194 -4.11044
H 6.22490 -19.98343 -6.45394
C 8.42771 -15.76779 -8.61462
H 10.29526 -17.98994 -2.04407
O 6.23772 -16.31615 -7.36458
C 10.58942 -17.95721 -3.08273
H 8.48822 -17.65410 -3.71788

---

(7)
34
Properties=species:S:1:pos:R:3 method="wB97M-V/def2-TZVPD" homo_lumo_gap_ha=0.3111 e_homo_ev=-8.92 smiles="O=C(CCc1ccccc1)Nc1ccc(F)c([N+](=O)[O-])c1"
C 2.49462 -1.93502 1.18686
H -0.46059 -0.47625 -1.77755
H -1.87689 0.92601 3.19701
C -0.56949 2.04236 1.92234
H -2.39107 0.68919 -2.26861
H -0.76133 2.12833 -1.44329
H 0.52147 -2.72687 0.96471
C 1.24466 -2.01285 0.60731
C -2.36841 0.66109 1.13655
C -0.26445 2.38225 0.61640
C -1.00567 1.85340 -0.42567
C -2.05716 0.97951 -0.17988
C 3.42637 -1.01379 0.73412
H -3.60617 -1.58731 -0.67884
C -1.50938 -1.72018 -0.55647
C -1.62855 1.18781 2.17940
O 5.19011 0.72147 -0.57194
C 3.09736 -0.15210 -0.31141
H 2.76634 -2.58818 2.00050
O 3.53428 1.72928 -1.49467
C 1.83498 -0.22748 -0.88547
H 1.60466 0.45918 -1.68666
O -1.53945 -2.54953 0.31957
C -2.80728 0.33914 -1.32076
N 4.01629 0.83877 -0.82551
H -2.81200 -1.62877 -2.24948
H -3.85296 0.65407 -1.29653
C 0.89760 -1.15049 -0.43649
C -2.75884 -1.20128 -1.24576
F 4.61461 -0.95402 1.33918
H 0.01270 2.44498 2.73738
N -0.35360 -1.15539 -1.03713
H -3.18795 -0.00947 1.34665
H 0.55520 3.05213 0.40415

---

(8)
33
Properties=species:S:1:pos:R:3 method="wB97M-V/def2-TZVPD" homo_lumo_gap_ha=0.3042 e_above_lowest_kcal_mol=0.0 e_homo_ev=-7.74 smiles="NC1=Nc2nc3ccccc3n2[C@@H](c2ccccc2)N1"
C 1.23176 2.55557 -2.75051
N 2.17186 -1.19716 0.34378
H 1.36263 3.62289 -0.88447
C 2.30363 -1.21770 1.66986
H -3.63619 -0.05751 3.20976
C 0.11167 -0.80702 2.07853
C 1.02863 0.15683 -2.57664
H 0.95175 1.63750 0.54515
C -3.75785 -0.20838 -0.23496
H -4.43557 -0.15767 -1.08173
C -3.36810 -0.16433 2.16924
C 0.85497 -0.98653 -0.29505
C 1.12874 1.31964 -3.35561
C -4.23795 -0.03941 1.06716
H 0.99598 -0.83335 -3.06864
C -1.54171 -0.57441 0.65334
H 0.60528 -1.91753 -0.83263
C 1.17365 2.66009 -1.35773
H 2.98139 -0.85242 -0.12856
H 3.90925 -2.33279 1.66037
H 3.52542 -1.68308 3.11217
H 1.40476 3.44942 -3.31597
C 1.00877 1.53397 -0.55795
H 1.20795 1.25068 -4.44098
H -2.02759 -0.61593 -1.46757
N -0.96035 -0.62696 2.83171
N 3.52885 -1.52801 2.12701
C 0.96953 0.24560 -1.14270
N -0.20619 -0.80076 0.73350
H -5.26682 0.12141 1.23940
C -2.01082 -0.41551 1.94850
N 1.39692 -1.05689 2.55301
C -2.40424 -0.48023 -0.45079

---

(9)
41
Properties=species:S:1:pos:R:3 method="wB97M-V/def2-TZVPD" homo_lumo_gap_ha=0.1705 e_above_lowest_kcal_mol=1.7 e_homo_ev=-7.43
H 2.00502 -1.45567 -5.61367
H -1.30868 -4.09074 1.77347
H -2.49333 -2.33485 3.28380
C 0.21363 -2.62019 -2.96108
O -2.62302 1.50203 1.91891
C 0.84426 -2.61184 -4.19236
O 1.38785 6.17515 2.14673
H 0.81104 -3.52626 -4.78499
O 3.46025 1.09933 0.92944
C 1.28518 1.61414 0.87556
O -0.75299 -3.74653 -0.62425
C 1.38929 3.97565 1.50984
N 0.16674 -1.46709 -2.19267
O -2.65004 3.60838 2.50173
C 0.01227 3.94955 1.73257
H -3.17054 -3.96511 3.23566
O 2.05371 -0.61411 0.38437
O -1.64489 -2.25454 0.83361
C 0.76904 -0.30916 -2.66407
N 3.39468 2.44694 1.21773
H -0.50208 4.84413 2.07725
O 3.28958 5.35527 1.45030
H 0.65948 0.55995 -2.01632
C 1.48129 -1.46475 -4.65873
N 2.08206 5.23038 1.71066
C -0.08199 1.56573 1.07869
H -0.66291 -0.41994 -0.57134
C 2.07278 2.74863 1.13616
C -2.98911 -3.07066 2.64347
C -0.94430 -2.56399 -0.30566
N 2.18974 0.56865 0.66953
C -0.70070 2.74035 1.56598
H -2.76723 -4.00680 0.72425
C 1.42080 -0.30977 -3.87381
N -2.07133 2.61772 2.01673
C -0.50125 -1.40308 -0.99153
H -0.60488 0.62510 1.00177
H -3.95941 -2.67332 2.33006
H -0.27850 -3.48862 -2.54340
C -2.14815 -3.45933 1.45090
H 1.86666 0.62924 -4.20529

---

(10)
35
Properties=species:S:1:pos:R:3 method="wB97M-V/def2-TZVPD" homo_lumo_gap_ha=0.3156 e_homo_ev=-8.57 smiles="O=C(CSc1n[nH]c(-c2cccnc2)n1)Nc1ccccc1"
N 3.32768 2.20284 0.22406
C -2.01960 -0.76589 0.80539
C -6.19998 0.93811 -1.04760
N 2.12068 0.39557 0.33807
H 7.39831 -2.39407 -0.55901
H -0.07428 -0.72561 -0.11657
C -0.55656 -0.33753 0.78251
C 5.79953 0.55770 -0.21360
H -4.24673 1.79979 -1.18917
H -2.40627 0.85446 -0.34078
H -6.92546 -1.97024 0.49939
C -6.95781 -0.12018 -0.57377
C 3.34978 0.85050 0.16544
H -4.50040 -1.91453 0.90651
N -2.83227 0.03474 0.07429
H 3.40651 -1.80944 0.05317
N 2.07566 2.63176 0.43928
C 6.60200 -1.67633 -0.41538
C -4.83768 0.97210 -0.82175
O -2.35646 -1.76198 1.40303
C 4.51966 0.02887 -0.04417
C -4.21666 -0.05626 -0.11585
C 6.85843 -0.31217 -0.40211
H -0.05130 -0.75157 1.65430
N 5.39233 -2.18776 -0.25677
H 5.97103 1.62482 -0.19851
H -8.02253 -0.14611 -0.75016
C 4.38260 -1.36386 -0.07630
H 7.86202 0.06063 -0.53543
C 1.38051 1.51125 0.50314
C -4.97736 -1.11950 0.35903
H -6.67116 1.74141 -1.59445
S -0.32807 1.47826 0.77991
C -6.34099 -1.14218 0.12707
H 4.07488 2.87239 0.13677

---

(11)
41
Properties=species:S:1:pos:R:3 method="wB97M-V/def2-TZVPD" homo_lumo_gap_ha=0.2364 total_charge=-1 e_above_lowest_kcal_mol=0.0 e_homo_ev=-4.45 smiles="CCN1C(=O)C([C@@H]2C(=[N+]([O-])[O-])C=C(C#N)c3no[n+]([O-])c32)C(=O)N(CC)C1=S"
O -3.10666 -0.76474 3.06248
C -0.67670 0.98775 -1.99231
N -2.13952 0.09411 2.35318
O 0.43642 2.65764 0.91413
N -0.00323 -0.21317 -1.79800
H 0.79761 0.30429 -4.39135
H 1.65594 -3.44424 2.69586
N -1.29831 -5.27895 3.70398
N -0.67049 1.83988 -0.89462
C -0.21445 4.05072 -2.01904
C -0.47934 -3.03998 2.68398
C 1.26630 -1.40229 2.22165
C 0.50626 -0.67965 -0.60045
O 0.87638 -1.85189 -0.49494
O 3.40506 -1.80802 2.96976
H -0.88915 -1.16266 -3.40649
O 2.99733 0.09510 1.93887
H -1.27975 3.70720 -0.17642
H 0.38787 -2.12119 -2.56926
C 1.12536 -0.63957 -3.94275
C 0.11102 -1.14946 -2.97293
H -2.11073 3.10352 -1.65703
C 0.15989 1.68674 0.21236
H -0.62777 5.06199 -2.11344
C 0.32141 -0.27464 1.83511
C -1.43887 -2.00363 2.51995
H 0.77617 4.11913 -1.55669
H -0.13054 3.60618 -3.01913
C 0.71969 0.32152 0.50322
C 0.87915 -2.68974 2.54446
S -1.35863 1.39171 -3.46688
H 2.08565 -0.49031 -3.44173
C -0.93438 -4.26224 3.25603
C -1.09337 -0.74802 1.99704
C -1.15141 3.25571 -1.15826
H 1.25898 -1.38773 -4.72900
O -2.36411 1.28320 2.25319
H 0.43080 0.49567 2.62634
N 2.62394 -1.03230 2.38037
H 1.81878 0.46011 0.62385
N -2.67263 -2.07776 3.10491

---

(12)
37
Properties=species:S:1:pos:R:3 method="wB97M-V/def2-TZVPD" homo_lumo_gap_ha=0.3534 e_above_lowest_kcal_mol=4.4 e_homo_ev=-8.96 smiles="O=C(O)CCNS(=O)(=O)c1ccc(Oc2ccccc2Cl)cc1"
O -0.33106 -5.58560 0.19229
C 2.02007 3.84913 -0.50232
C 0.64342 6.03574 0.50336
N -1.54869 -3.06565 -0.34007
C 2.69573 4.83387 0.19973
H 0.58418 1.89656 0.90636
C 0.02369 1.70470 -1.15778
O 0.73899 -3.03333 0.81951
C -0.25263 -0.53662 -1.97387
H 0.66163 -0.56646 1.27204
H -0.54557 1.23262 -3.15993
O 0.58697 -3.44075 -1.61733
H -2.55638 -4.79706 2.42929
C 2.00869 5.92373 0.70452
H 0.10489 6.88802 0.88745
H -1.82126 -3.76736 -1.01174
S 0.10585 -2.77594 -0.44227
H -3.13058 -2.86565 0.98019
C 0.39074 -0.15412 0.31320
H -1.49541 -2.68211 1.66186
H -2.74908 -5.31319 0.72984
C 0.63866 3.94350 -0.68961
H -1.10011 5.11676 -0.35504
H 0.60667 -5.83283 0.17967
Cl 2.90628 2.51423 -1.16798
O -0.08143 -5.51583 2.41520
C -2.11014 -3.26374 0.97278
O -0.07614 3.03649 -1.43085
C -0.73767 -5.30608 1.43586
C 0.35437 1.21178 0.10322
C -0.28846 0.82519 -2.19518
C -0.03661 5.05002 -0.18700
H -0.46770 -1.24061 -2.76106
C -2.13910 -4.73383 1.42507
C 0.09177 -1.01550 -0.72345
H 2.54394 6.68670 1.24761
H 3.76149 4.74322 0.33641